[1]
DFT (wB97M-V/def2-TZVPD) results for a structure of composition C38H33BCl3F5InN6O3SSbSi at a distorted geometry.

- Electronic energy: -5045.1053 Ha
- Total charge: 0
- HOMO: -0.21757 Eh
- ΔE to the lowest compared entry with this formula, charge and spin: 52.64 kcal per mole

Cartesian coordinates (Å):
In  -1.594  -1.514  -1.137
O  -1.670  0.658  -1.181
C  -2.344  1.346  -0.300
C  -1.719  2.509  0.296
C  -2.440  3.247  1.233
C  -3.781  2.904  1.512
C  -4.408  1.872  0.870
C  -3.735  1.015  0.016
C  -4.363  -0.122  -0.629
N  -3.774  -1.330  -1.095
C  -4.768  -2.072  -1.720
C  -5.945  -1.420  -1.646
N  -5.683  -0.197  -1.005
H  -0.769  2.792  -0.113
H  -2.018  4.177  1.621
H  -4.373  3.506  2.223
H  -5.369  1.646  1.141
H  -4.464  -3.008  -2.188
H  -6.894  -1.677  -2.169
H  -6.481  0.416  -0.684
F  9.195  1.405  4.908
C  8.023  1.095  4.298
C  7.026  0.457  5.049
C  5.852  0.084  4.431
C  5.551  0.528  3.099
C  6.493  1.268  2.424
C  7.747  1.527  2.983
Sb  3.534  0.395  2.270
C  3.797  -1.563  1.328
C  3.749  -1.826  -0.059
C  4.448  -2.899  -0.640
C  5.315  -3.675  0.142
F  6.098  -4.646  -0.460
C  5.327  -3.500  1.499
C  4.539  -2.524  2.132
C  2.725  -0.465  4.175
C  1.915  -1.574  3.955
C  0.940  -1.929  4.934
C  0.772  -1.069  6.002
F  -0.304  -1.253  6.833
C  1.627  0.013  6.256
C  2.561  0.335  5.292
H  7.188  0.280  6.161
H  5.132  -0.534  4.975
H  6.133  1.620  1.445
H  8.493  2.008  2.384
H  3.208  -1.063  -0.653
H  4.328  -3.143  -1.671
H  5.868  -4.220  2.148
H  4.550  -2.405  3.204
H  2.040  -2.271  3.105
H  0.336  -2.850  4.938
H  1.509  0.547  7.198
H  3.171  1.244  5.454
O  -4.669  5.888  -1.899
C  -4.101  6.649  -2.968
N  -3.485  5.802  -3.953
C  -2.929  4.627  -3.647
O  -2.910  4.082  -2.532
C  -2.236  3.929  -4.769
C  -2.208  4.378  -6.109
C  -1.808  3.518  -7.101
C  -1.298  2.264  -6.726
N  -1.170  1.928  -5.474
C  -1.583  2.697  -4.519
H  -3.969  5.166  -1.733
H  -3.364  7.363  -2.589
H  -4.879  7.201  -3.516
H  -3.651  6.022  -4.926
H  -2.547  5.390  -6.352
H  -1.801  3.774  -8.157
H  -0.961  1.548  -7.523
H  -1.442  2.378  -3.509
Cl  1.447  -4.622  -5.323
Si  0.481  -2.863  -5.038
Cl  -0.951  -3.277  -3.627
Cl  -0.470  -2.158  -6.799
F  1.498  -0.220  -4.504
B  1.586  -1.455  -4.084
F  2.287  -1.698  -2.951
C  -0.842  -5.118  0.313
N  -1.816  -4.330  1.086
C  -3.176  -4.708  1.327
C  -3.725  -3.664  1.981
N  -2.841  -2.628  1.975
C  -1.651  -3.029  1.497
S  -0.210  -2.145  1.237
H  -0.486  -5.944  0.998
H  0.024  -4.431  0.124
H  -1.233  -5.535  -0.635
H  -3.638  -5.595  0.862
H  -4.642  -3.570  2.498
H  -2.927  -1.758  2.481

=====

[2]
DFT (wB97M-V/def2-TZVPD) results for a structure of composition C38H33BeFN3O6PS2.

- Electronic energy: -3336.1993 Ha
- Total charge: 0
- HOMO: -0.26364 Eh
- ΔE to the lowest compared entry with this formula, charge and spin: 4.14 kcal per mole

Cartesian coordinates (Å):
Be  -0.335  -0.047  -1.470
O  1.683  -2.207  -2.779
S  0.291  -2.200  -3.137
O  -0.050  -2.561  -4.485
O  -0.364  -0.876  -2.819
C  -0.493  -3.417  -2.075
C  -0.299  -4.718  -2.541
C  -0.785  -5.802  -1.837
C  -1.489  -5.598  -0.658
C  -1.695  -4.312  -0.201
C  -1.194  -3.196  -0.883
P  -1.579  -1.546  -0.173
C  -0.703  -1.492  1.434
C  -0.738  -0.265  2.101
C  -0.036  -0.079  3.281
C  0.729  -1.114  3.804
C  0.779  -2.332  3.143
C  0.065  -2.522  1.965
C  -3.328  -1.766  0.297
C  -3.789  -1.545  1.590
C  -5.135  -1.716  1.891
C  -6.023  -2.115  0.906
C  -5.566  -2.341  -0.386
C  -4.228  -2.165  -0.692
H  0.228  -4.863  -3.474
H  -0.627  -6.803  -2.215
H  -1.889  -6.437  -0.104
H  -2.273  -4.156  0.702
H  -1.316  0.555  1.684
H  -0.083  0.877  3.790
H  1.285  -0.971  4.723
H  1.380  -3.140  3.539
H  0.128  -3.473  1.453
H  -3.105  -1.247  2.374
H  -5.483  -1.540  2.901
H  -7.071  -2.246  1.141
H  -6.255  -2.642  -1.164
H  -3.883  -2.325  -1.705
C  2.193  3.294  4.049
C  3.081  3.438  2.820
C  4.564  3.261  3.112
C  4.852  1.849  3.603
C  4.255  0.827  2.671
C  4.735  -0.462  2.632
C  4.196  -1.397  1.750
F  4.709  -2.639  1.762
C  3.184  -1.088  0.891
C  2.673  0.216  0.924
C  1.559  0.560  0.064
O  1.019  -0.347  -0.627
C  1.120  1.903  0.064
C  1.695  2.782  0.939
N  2.670  2.458  1.793
C  3.199  1.170  1.802
C  0.022  2.397  -0.843
O  -0.199  3.592  -0.910
O  -0.623  1.482  -1.493
H  2.502  4.000  4.821
H  2.247  2.285  4.460
H  1.153  3.499  3.794
H  2.922  4.419  2.372
H  4.869  3.999  3.854
H  5.130  3.459  2.199
H  4.451  1.710  4.610
H  5.928  1.686  3.675
H  5.552  -0.763  3.276
H  2.777  -1.806  0.192
H  1.335  3.804  0.964
C  0.200  1.263  -5.419
C  -0.880  1.911  -4.618
C  -0.943  3.231  -4.301
C  -2.050  3.669  -3.531
N  -2.988  2.864  -3.096
C  -2.889  1.535  -3.346
S  -3.878  0.384  -2.654
N  -1.871  1.112  -4.168
C  -2.155  5.110  -3.146
H  0.951  1.994  -5.707
H  -0.215  0.808  -6.320
H  0.671  0.468  -4.839
H  -0.176  3.918  -4.623
H  -1.794  0.108  -4.282
H  -1.853  5.765  -3.964
H  -1.482  5.278  -2.301
H  -3.171  5.337  -2.834

=====

[3]
DFT (wB97M-V/def2-TZVPD) results for a structure of composition C38H33BrN2O4PPtS at a distorted geometry.

- Multiplicity: 3
- Electronic energy: -5311.2550 Ha
- Total charge: -1
- HOMO (spin up / spin down): -0.11261 / -0.19918 Eh
- ΔE to the lowest compared entry with this formula, charge and spin: 0.00 kcal per mole
- Expectation value of S²: 2.051

Cartesian coordinates (Å):
Pt  -0.712  1.472  0.266
O  -2.188  3.770  0.550
C  -2.552  2.606  0.397
C  -3.808  1.998  0.216
C  -5.081  2.676  0.121
C  -6.245  1.945  -0.076
C  -6.224  0.565  -0.322
C  -5.026  -0.098  -0.260
C  -3.843  0.588  0.049
P  -2.198  -0.143  0.114
C  -2.203  -1.052  -1.486
C  -2.196  -0.316  -2.651
C  -2.315  -0.966  -3.874
C  -2.427  -2.369  -3.893
C  -2.505  -3.075  -2.704
C  -2.371  -2.429  -1.491
C  -2.245  -1.330  1.551
C  -1.294  -1.188  2.607
C  -1.155  -2.092  3.640
C  -2.025  -3.183  3.684
C  -3.039  -3.258  2.770
C  -3.158  -2.361  1.708
H  -5.192  3.764  0.238
H  -7.171  2.460  -0.129
H  -7.106  0.008  -0.454
H  -4.914  -1.163  -0.510
H  -2.160  0.770  -2.625
H  -2.336  -0.387  -4.766
H  -2.517  -2.914  -4.823
H  -2.645  -4.158  -2.677
H  -2.473  -2.992  -0.593
H  -0.608  -0.330  2.594
H  -0.415  -1.896  4.437
H  -1.964  -3.928  4.438
H  -3.727  -4.095  2.756
H  -3.990  -2.516  1.011
C  3.685  2.076  -1.040
C  4.056  1.235  0.159
N  3.632  -0.148  0.021
C  4.650  -1.095  -0.437
C  5.115  -0.715  -1.830
C  2.356  -0.577  0.251
S  1.268  0.440  1.237
N  2.078  -1.776  -0.197
C  0.938  -2.486  0.026
O  -0.222  -2.103  -0.052
C  1.261  -3.938  0.379
C  0.360  -4.755  1.013
C  0.710  -6.004  1.530
C  2.008  -6.498  1.332
C  2.922  -5.670  0.715
C  2.584  -4.408  0.275
H  3.814  3.116  -0.758
H  2.615  1.972  -1.163
H  4.225  1.863  -1.974
H  3.563  1.619  1.037
H  5.115  1.248  0.350
H  4.228  -2.081  -0.461
H  5.479  -1.059  0.299
H  4.285  -0.755  -2.536
H  5.898  -1.415  -2.138
H  5.487  0.299  -1.855
H  -0.646  -4.459  1.101
H  -0.035  -6.632  2.002
H  2.269  -7.457  1.729
H  3.928  -5.951  0.681
H  3.346  -3.862  -0.279
Br  3.596  8.503  -1.395
C  2.451  7.373  -0.391
C  1.893  7.807  0.830
C  1.026  6.962  1.486
C  0.711  5.688  0.960
C  1.305  5.288  -0.214
C  2.164  6.122  -0.912
C  0.937  3.960  -0.844
O  1.071  3.779  -2.011
O  0.584  3.099  0.090
H  2.089  8.815  1.209
H  0.577  7.311  2.388
H  0.033  5.041  1.439
H  2.619  5.841  -1.870

=====

total charge of number 2 (C38H33BeFN3O6PS2)? 0

=====

Repeat the third record exactly.
DFT (wB97M-V/def2-TZVPD) results for a structure of composition C38H33BrN2O4PPtS at a distorted geometry.

- Multiplicity: 3
- Electronic energy: -5311.2550 Ha
- Total charge: -1
- HOMO (spin up / spin down): -0.11261 / -0.19918 Eh
- ΔE to the lowest compared entry with this formula, charge and spin: 0.00 kcal per mole
- Expectation value of S²: 2.051

Cartesian coordinates (Å):
Pt  -0.712  1.472  0.266
O  -2.188  3.770  0.550
C  -2.552  2.606  0.397
C  -3.808  1.998  0.216
C  -5.081  2.676  0.121
C  -6.245  1.945  -0.076
C  -6.224  0.565  -0.322
C  -5.026  -0.098  -0.260
C  -3.843  0.588  0.049
P  -2.198  -0.143  0.114
C  -2.203  -1.052  -1.486
C  -2.196  -0.316  -2.651
C  -2.315  -0.966  -3.874
C  -2.427  -2.369  -3.893
C  -2.505  -3.075  -2.704
C  -2.371  -2.429  -1.491
C  -2.245  -1.330  1.551
C  -1.294  -1.188  2.607
C  -1.155  -2.092  3.640
C  -2.025  -3.183  3.684
C  -3.039  -3.258  2.770
C  -3.158  -2.361  1.708
H  -5.192  3.764  0.238
H  -7.171  2.460  -0.129
H  -7.106  0.008  -0.454
H  -4.914  -1.163  -0.510
H  -2.160  0.770  -2.625
H  -2.336  -0.387  -4.766
H  -2.517  -2.914  -4.823
H  -2.645  -4.158  -2.677
H  -2.473  -2.992  -0.593
H  -0.608  -0.330  2.594
H  -0.415  -1.896  4.437
H  -1.964  -3.928  4.438
H  -3.727  -4.095  2.756
H  -3.990  -2.516  1.011
C  3.685  2.076  -1.040
C  4.056  1.235  0.159
N  3.632  -0.148  0.021
C  4.650  -1.095  -0.437
C  5.115  -0.715  -1.830
C  2.356  -0.577  0.251
S  1.268  0.440  1.237
N  2.078  -1.776  -0.197
C  0.938  -2.486  0.026
O  -0.222  -2.103  -0.052
C  1.261  -3.938  0.379
C  0.360  -4.755  1.013
C  0.710  -6.004  1.530
C  2.008  -6.498  1.332
C  2.922  -5.670  0.715
C  2.584  -4.408  0.275
H  3.814  3.116  -0.758
H  2.615  1.972  -1.163
H  4.225  1.863  -1.974
H  3.563  1.619  1.037
H  5.115  1.248  0.350
H  4.228  -2.081  -0.461
H  5.479  -1.059  0.299
H  4.285  -0.755  -2.536
H  5.898  -1.415  -2.138
H  5.487  0.299  -1.855
H  -0.646  -4.459  1.101
H  -0.035  -6.632  2.002
H  2.269  -7.457  1.729
H  3.928  -5.951  0.681
H  3.346  -3.862  -0.279
Br  3.596  8.503  -1.395
C  2.451  7.373  -0.391
C  1.893  7.807  0.830
C  1.026  6.962  1.486
C  0.711  5.688  0.960
C  1.305  5.288  -0.214
C  2.164  6.122  -0.912
C  0.937  3.960  -0.844
O  1.071  3.779  -2.011
O  0.584  3.099  0.090
H  2.089  8.815  1.209
H  0.577  7.311  2.388
H  0.033  5.041  1.439
H  2.619  5.841  -1.870